Record 1
{
  "formula": "C31H21F3N7RhS2SbSe",
  "method": "ωB97M-V/def2-TZVPD",
  "symbols": ["Rh", "S", "C", "C", "C", "C", "N", "C", "C", "C", "S", "C", "N", "H", "H", "Se", "N", "C", "C", "C", "C", "N", "C", "N", "H", "H", "H", "N", "N", "H", "H", "H", "H", "F", "C", "C", "C", "C", "C", "C", "Sb", "C", "C", "C", "C", "F", "C", "C", "C", "C", "C", "C", "F", "C", "C", "H", "H", "H", "H", "H", "H", "H", "H", "H", "H", "H", "H"],
  "coordinates": [[0.753885, 0.662909, 1.167916], [0.944885, 1.256621, 3.395363], [1.006500, -0.304430, 4.205676], [1.175476, -0.340173, 5.587473], [1.227527, -1.549319, 6.262015], [1.396576, -1.554764, 7.688307], [1.526123, -1.557525, 8.829072], [1.117635, -2.750509, 5.545845], [0.955485, -2.713969, 4.170119], [0.893702, -1.497461, 3.498146], [0.667756, -1.520618, 1.746555], [1.174973, -4.020272, 6.214085], [1.227536, -5.047521, 6.724189], [1.265441, 0.582513, 6.145497], [0.877118, -3.643079, 3.620358], [0.331588, 4.594020, 0.550305], [-1.363208, 4.837552, 0.962100], [-1.907768, 3.652554, 1.159612], [-3.240933, 3.343932, 1.584110], [-3.528532, 2.040931, 1.824878], [-2.536469, 1.013090, 1.673004], [-1.335852, 1.249834, 1.236208], [-1.028500, 2.551763, 0.968439], [0.215634, 2.812187, 0.620101], [-3.967511, 4.133017, 1.720844], [-4.511486, 1.744096, 2.161717], [-2.774044, -0.013941, 1.924258], [3.447738, 1.199738, 0.121250], [2.775696, 0.482341, 1.166094], [4.452281, 1.133472, 0.266956], [3.192505, 2.175926, 0.226811], [3.084177, 0.766564, 2.099193], [2.975032, -0.512174, 1.055566], [1.213842, -5.959813, -3.017133], [1.011101, -4.685602, -2.666616], [1.581712, -3.685782, -3.430027], [1.365657, -2.366881, -3.061365], [0.586062, -2.060924, -1.947606], [0.041706, -3.095821, -1.187053], [0.245263, -4.417915, -1.547483], [0.315231, -0.041964, -1.401665], [-1.748740, 0.328286, -1.713098], [-2.139985, 1.645922, -1.949124], [-3.481667, 1.998934, -1.965472], [-4.422328, 1.011504, -1.739673], [-5.719299, 1.345806, -1.736979], [-4.072252, -0.307050, -1.520069], [-2.724437, -0.641211, -1.502003], [1.034130, 0.947062, -3.120352], [0.332306, 0.749982, -4.311094], [0.731967, 1.381564, -5.476388], [1.837603, 2.212351, -5.429860], [2.226377, 2.828361, -6.550683], [2.555846, 2.426536, -4.270036], [2.145088, 1.783289, -3.110703], [2.179098, -3.944377, -4.293338], [1.803345, -1.578729, -3.662143], [-0.526716, -2.888165, -0.288945], [-0.169427, -5.235073, -0.973559], [-1.396463, 2.413554, -2.141327], [-3.804061, 3.012964, -2.161402], [-4.845343, -1.049521, -1.374666], [-2.450306, -1.674573, -1.334030], [-0.535738, 0.101371, -4.337954], [0.204988, 1.241608, -6.410149], [3.419140, 3.077370, -4.288091], [2.715327, 1.919628, -2.201978]],
  "atomic_forces_ev_per_a": [[-0.414, -0.042, -0.439], [-0.018, 0.079, 0.002], [-0.013, 0.029, -0.008], [0.002, 0.006, 0.013], [0.010, 0.032, 0.004], [-0.018, -0.072, -0.009], [0.010, 0.040, 0.001], [-0.010, -0.011, -0.003], [-0.002, -0.005, -0.010], [-0.018, -0.019, 0.015], [-0.002, 0.010, 0.106], [0.030, 0.019, 0.001], [-0.019, -0.006, -0.003], [-0.003, -0.001, -0.001], [-0.003, 0.000, 0.002], [-0.011, 0.011, -0.151], [-0.030, 0.021, 0.007], [-0.093, -0.068, -0.017], [0.024, 0.027, -0.022], [-0.003, -0.027, -0.030], [-0.030, -0.124, -0.123], [0.432, 0.085, 0.205], [-0.001, 0.077, 0.080], [-0.002, 0.149, 0.245], [0.001, 0.000, 0.008], [0.000, 0.000, 0.002], [0.013, 0.003, 0.027], [-0.002, 0.045, 0.003], [0.132, -0.157, -0.033], [0.000, -0.004, 0.008], [0.007, -0.001, 0.002], [-0.013, -0.032, 0.013], [0.001, 0.016, -0.029], [-0.002, 0.004, -0.002], [0.008, -0.008, 0.007], [0.005, 0.008, -0.007], [-0.048, -0.007, -0.061], [0.052, 0.020, -0.006], [-0.019, -0.009, 0.031], [-0.002, 0.003, -0.008], [0.044, -0.099, 0.118], [-0.005, -0.014, 0.084], [-0.026, 0.001, -0.017], [0.026, 0.012, -0.015], [-0.007, -0.023, 0.004], [0.001, 0.006, -0.001], [-0.009, 0.010, 0.007], [0.018, 0.018, -0.034], [-0.028, 0.039, 0.022], [-0.004, 0.038, 0.002], [0.001, -0.003, -0.013], [0.001, 0.001, -0.005], [-0.004, 0.000, 0.002], [-0.006, -0.015, 0.006], [0.052, -0.003, 0.020], [0.002, -0.001, 0.002], [0.006, -0.014, 0.018], [-0.050, 0.005, -0.062], [-0.002, 0.000, -0.001], [0.008, 0.002, -0.003], [-0.003, 0.002, 0.001], [0.002, 0.000, 0.003], [0.044, -0.048, 0.019], [-0.007, 0.006, 0.002], [0.001, 0.000, -0.001], [0.000, 0.000, 0.000], [-0.009, -0.007, 0.022]],
  "nbo_charge": [0.44, -0.13, -0.09, -0.20, -0.12, 0.25, -0.24, -0.12, -0.16, -0.23, -0.02, 0.25, -0.25, 0.24, 0.24, 1.08, -0.56, 0.13, -0.13, -0.25, 0.17, -0.43, 0.27, -0.71, 0.26, 0.25, 0.23, -0.65, -0.54, 0.37, 0.36, 0.40, 0.41, -0.30, 0.42, -0.28, -0.14, -0.43, -0.21, -0.26, 1.32, -0.42, -0.16, -0.30, 0.41, -0.31, -0.28, -0.20, -0.32, -0.22, -0.28, 0.43, -0.30, -0.28, -0.23, 0.24, 0.22, 0.23, 0.24, 0.21, 0.24, 0.25, 0.23, 0.23, 0.25, 0.24, 0.22],
  "charge": 1,
  "e_lumo_ev": -5.10
}

---

Record 2
{
  "formula": "C31H21N3O9SSiTl",
  "method": "ωB97M-V/def2-TZVPD",
  "symbols": ["Tl", "O", "C", "O", "C", "C", "C", "C", "C", "C", "S", "H", "H", "H", "H", "O", "N", "O", "C", "C", "C", "C", "O", "C", "C", "N", "O", "O", "N", "O", "O", "H", "H", "C", "C", "C", "C", "C", "C", "Si", "C", "C", "C", "C", "C", "C", "C", "C", "C", "C", "C", "C", "H", "H", "H", "H", "H", "H", "H", "H", "H", "H", "H", "H", "H", "H", "H"],
  "coordinates": [[6.787190, -18.318488, 6.668976], [5.933450, -18.748121, 10.584504], [5.416815, -18.641084, 9.485640], [5.677102, -19.348636, 8.447257], [4.293949, -17.637865, 9.244216], [3.050540, -17.884127, 9.809264], [1.955847, -17.091769, 9.505439], [2.088248, -16.058759, 8.590132], [3.324215, -15.782420, 8.040128], [4.436190, -16.544872, 8.385269], [5.995177, -16.001684, 7.762830], [2.955785, -18.711676, 10.502513], [0.999411, -17.286992, 9.973957], [1.230655, -15.459312, 8.310484], [3.455984, -14.975054, 7.332535], [10.571347, -15.607481, 12.610018], [10.389052, -14.900434, 11.633965], [10.548163, -13.691637, 11.635954], [9.983854, -15.522305, 10.423348], [9.802733, -14.750084, 9.275340], [9.430621, -15.339794, 8.091829], [9.246603, -16.772462, 7.963437], [9.078560, -17.348530, 6.872799], [9.364026, -17.499894, 9.219029], [9.742853, -16.894838, 10.393890], [9.141441, -18.902671, 9.217492], [9.676607, -19.569943, 10.080606], [8.466074, -19.400051, 8.318734], [9.218656, -14.504973, 6.947740], [8.692953, -14.966551, 5.958337], [9.601186, -13.347935, 7.028168], [9.952264, -13.677272, 9.321691], [9.838728, -17.484591, 11.297082], [2.929566, -21.910756, 4.136367], [3.813603, -21.756316, 3.081238], [5.096643, -21.294562, 3.314210], [5.515296, -20.979170, 4.605794], [4.607890, -21.117885, 5.655844], [3.327812, -21.584648, 5.422380], [7.286905, -20.374461, 4.938715], [8.383435, -21.788527, 5.567645], [8.055261, -23.115311, 5.284614], [8.857353, -24.149720, 5.734224], [9.992239, -23.875555, 6.480881], [10.330062, -22.563539, 6.767062], [9.535525, -21.529264, 6.308380], [8.009013, -19.609582, 3.353075], [7.613515, -18.343250, 2.927624], [8.103768, -17.800833, 1.754435], [9.008952, -18.514561, 0.986048], [9.412037, -19.775243, 1.394999], [8.916862, -20.317608, 2.567588], [1.931735, -22.288186, 3.958267], [3.499348, -21.997367, 2.074794], [5.786436, -21.172773, 2.488015], [4.905921, -20.847508, 6.660870], [2.637700, -21.686887, 6.248960], [7.167755, -23.336998, 4.703693], [8.593657, -25.175491, 5.509305], [10.616167, -24.684266, 6.836966], [11.208768, -22.343877, 7.359470], [9.797848, -20.507064, 6.535984], [6.917613, -17.767785, 3.525563], [7.790602, -16.812766, 1.447525], [9.394407, -18.091173, 0.068217], [10.121521, -20.334427, 0.798909], [9.228081, -21.304593, 2.883702]],
  "atomic_forces_ev_per_a": [[-0.044, 0.195, 0.436], [0.006, 0.011, 0.107], [-0.268, 0.509, 0.232], [0.245, -0.210, -0.809], [0.042, -0.114, 0.006], [0.033, -0.080, 0.117], [-0.108, -0.049, 0.000], [-0.215, 0.119, 0.070], [0.018, -0.030, 0.040], [0.161, 0.015, -0.039], [0.609, -1.374, -0.888], [-0.024, 0.008, 0.001], [-0.026, -0.033, -0.032], [-0.021, 0.013, 0.035], [-0.041, 0.054, 0.013], [0.019, -0.082, 0.170], [0.204, 0.245, 0.568], [0.029, 0.213, 0.025], [-0.453, -0.597, -1.123], [0.007, 0.139, 0.043], [0.053, -0.832, 0.816], [0.239, -0.075, 0.202], [-0.223, -0.175, -0.303], [0.038, 1.357, -0.139], [-0.049, -0.046, 0.109], [0.103, -0.804, -0.147], [-0.026, -0.126, 0.118], [0.100, -0.036, 0.444], [0.165, 0.412, -0.486], [-0.205, 0.037, -0.052], [0.086, 0.418, 0.006], [-0.039, -0.182, -0.045], [0.005, 0.054, -0.104], [-0.042, -0.048, -0.015], [-0.136, -0.092, -0.141], [0.226, 0.051, 0.018], [0.576, 0.162, 0.052], [0.199, 0.032, 0.064], [-0.154, -0.036, 0.118], [-0.441, 0.488, -0.050], [-0.324, 0.545, -0.022], [-0.160, 0.179, -0.091], [0.029, -0.186, -0.020], [0.027, -0.050, -0.024], [0.160, 0.013, 0.076], [-0.074, 0.141, -0.101], [-0.214, -0.181, 0.577], [-0.074, -0.034, 0.117], [-0.018, 0.150, -0.064], [-0.016, -0.041, -0.054], [0.144, -0.035, -0.187], [-0.110, -0.106, 0.209], [-0.059, 0.025, -0.025], [-0.003, -0.016, -0.062], [-0.005, 0.005, -0.086], [-0.026, 0.011, 0.167], [-0.027, -0.004, 0.028], [-0.067, -0.031, 0.040], [-0.016, -0.005, -0.013], [0.001, -0.041, 0.032], [0.008, 0.004, -0.002], [0.060, 0.098, 0.080], [-0.028, 0.071, 0.033], [-0.017, 0.051, -0.015], [0.038, 0.022, -0.013], [0.012, -0.029, -0.014], [0.112, -0.067, -0.003]],
  "mulliken_charge": [1.07, -0.66, -0.03, -0.45, 0.50, -0.59, -0.54, -0.55, -0.87, 0.82, -0.36, 0.43, 0.37, 0.35, 0.44, -0.66, 1.06, -0.66, -0.59, -0.38, -0.51, 1.08, -0.86, 0.07, -0.38, 0.93, -0.66, -0.45, 1.06, -0.54, -0.69, 0.62, 0.59, -0.40, -0.66, -0.34, 0.62, -0.56, -0.80, 0.04, 0.28, -0.20, -0.65, -0.42, -0.72, -0.23, 0.58, -0.37, -0.72, -0.38, -0.70, -0.22, 0.37, 0.39, 0.35, 0.47, 0.43, 0.38, 0.39, 0.36, 0.41, 0.47, 0.34, 0.39, 0.36, 0.38, 0.39],
  "charge": -1,
  "e_lumo_ev": 1.48
}

---

Record 3
{
  "formula": "C31H22AuF6I2NO3Si",
  "method": "ωB97M-V/def2-TZVPD",
  "symbols": ["Au", "I", "C", "C", "C", "I", "C", "C", "C", "C", "N", "C", "C", "O", "H", "H", "H", "H", "C", "C", "O", "C", "F", "F", "F", "C", "F", "F", "F", "H", "H", "H", "O", "Si", "C", "C", "C", "C", "C", "C", "C", "C", "C", "C", "C", "C", "C", "C", "C", "C", "C", "C", "H", "H", "H", "H", "H", "H", "H", "H", "H", "H", "H", "H", "H", "H", "H"],
  "coordinates": [[-0.915153, -1.729642, 0.843369], [-4.707326, -4.654969, 2.589417], [-4.469421, -2.579122, 2.630440], [-5.445966, -1.733868, 3.127852], [-5.271557, -0.360304, 3.108552], [-6.848793, 0.820081, 3.860299], [-4.094265, 0.258622, 2.617259], [-3.844154, 1.614073, 2.581087], [-2.559033, 2.145782, 2.106880], [-1.515804, 1.106423, 1.649903], [-1.869190, -0.261691, 1.700186], [-3.090647, -0.651891, 2.137516], [-3.283394, -2.041944, 2.105942], [-2.340919, -2.791977, 1.586660], [-6.355503, -2.154579, 3.530356], [-4.595600, 2.324907, 2.889317], [-2.143831, 2.850515, 2.829353], [-0.539724, 1.240115, 2.125162], [0.972661, -5.219499, -0.644963], [0.908968, -3.683116, -0.540157], [-0.257207, -3.395571, 0.105062], [2.141016, -3.207632, 0.299865], [3.076543, -4.168299, 0.395473], [2.796821, -2.135776, -0.138554], [1.760580, -2.945401, 1.556016], [0.878001, -3.081018, -1.989197], [-0.212812, -2.335262, -2.174514], [1.930242, -2.340045, -2.342871], [0.809529, -4.048323, -2.920196], [1.011137, -5.630066, 0.360056], [1.837153, -5.547080, -1.216947], [0.059881, -5.567667, -1.119955], [0.478755, -0.673769, 0.071523], [1.025875, 0.687549, -0.564915], [2.693342, 1.122089, 0.226583], [3.513592, 2.105968, -0.316270], [4.759040, 2.367024, 0.229232], [5.194190, 1.660978, 1.338951], [4.374273, 0.698956, 1.902705], [3.134527, 0.434106, 1.349791], [-0.174488, 2.126451, -0.199378], [-1.536681, 1.709516, 0.209098], [-2.540496, 2.783625, 0.663446], [-2.024051, 4.171634, 0.651059], [-0.756434, 4.448328, 0.312989], [0.165604, 3.427334, -0.106646], [1.163498, 0.628617, -2.463354], [-0.001759, 0.520212, -3.214677], [0.033537, 0.577031, -4.596112], [1.241260, 0.749764, -5.248628], [2.411477, 0.836400, -4.514707], [2.372090, 0.769734, -3.131917], [3.181679, 2.666889, -1.179401], [5.400239, 3.112392, -0.219694], [6.170670, 1.854529, 1.759208], [4.707612, 0.142952, 2.766405], [2.500987, -0.325360, 1.778270], [-1.949987, 0.981356, -0.491551], [-3.513353, 2.716420, 0.173683], [-2.703218, 4.943804, 0.984482], [-0.397542, 5.466122, 0.336813], [1.163059, 3.741268, -0.370153], [-0.946786, 0.378038, -2.710861], [-0.884311, 0.486191, -5.158798], [1.271257, 0.799403, -6.327304], [3.359576, 0.959939, -5.017808], [3.290732, 0.828734, -2.570736]],
  "atomic_forces_ev_per_a": [[0.733, -0.130, -0.549], [-0.010, 0.461, 0.058], [1.932, -0.564, -0.964], [-0.690, 1.788, 0.408], [-1.492, -0.853, 0.580], [0.278, -0.193, -0.130], [0.129, 1.353, 0.101], [-0.043, -1.112, -0.091], [0.053, 0.163, -0.189], [0.646, 0.714, -0.531], [-2.576, -0.477, 1.069], [2.296, 1.096, -0.575], [-1.392, -1.592, 0.414], [-0.633, -0.723, 0.389], [-0.045, 0.034, 0.003], [-0.168, -0.032, 0.131], [-0.092, -0.016, 0.099], [-0.045, -0.030, -0.039], [-0.111, 0.213, 0.073], [0.283, -0.040, -0.165], [-0.480, -0.691, 0.115], [0.546, 0.064, 0.058], [0.156, -0.348, -0.081], [0.020, 0.216, 0.023], [-0.148, 0.030, 0.312], [0.055, 0.128, -0.542], [-0.211, 0.155, 0.095], [0.148, 0.032, 0.008], [-0.058, -0.407, -0.116], [0.067, 0.004, 0.048], [-0.018, -0.040, 0.026], [0.001, 0.042, -0.056], [0.524, 0.048, -0.030], [0.555, 1.060, -0.669], [-0.706, -0.218, -0.464], [0.079, 0.061, 0.048], [0.123, 0.154, -0.035], [0.032, -0.007, -0.017], [0.055, -0.043, 0.155], [-0.047, 0.023, -0.002], [0.708, 0.367, -0.064], [0.076, -0.596, 0.410], [-0.423, -0.022, 0.363], [0.508, 0.449, -0.059], [-1.121, 0.443, 0.242], [0.362, -1.319, -0.434], [0.019, 0.018, 0.945], [0.053, 0.063, -0.039], [-0.230, -0.041, 0.032], [0.087, -0.052, -0.097], [0.115, 0.023, -0.086], [-0.025, 0.014, -0.066], [0.046, 0.052, -0.107], [0.029, 0.089, -0.015], [0.067, 0.028, 0.020], [0.036, -0.044, 0.099], [-0.047, -0.182, 0.096], [-0.146, 0.017, -0.049], [-0.026, 0.003, -0.029], [-0.008, 0.189, -0.061], [-0.045, 0.156, 0.052], [0.240, 0.025, 0.064], [-0.207, 0.007, 0.017], [-0.060, -0.001, -0.085], [0.008, 0.017, -0.087], [0.076, -0.012, -0.067], [0.163, -0.018, 0.039]],
  "nbo_charge": [1.56, 0.22, -0.20, -0.24, -0.16, 0.16, -0.12, 0.00, -0.28, -0.04, -0.47, 0.19, 0.26, -0.65, 0.24, 0.23, 0.25, 0.23, -0.61, 0.10, -0.75, 0.96, -0.33, -0.31, -0.33, 0.96, -0.32, -0.31, -0.33, 0.23, 0.23, 0.23, -1.23, 1.95, -0.51, -0.22, -0.21, -0.21, -0.24, -0.12, -0.42, -0.24, -0.22, -0.18, -0.22, -0.22, -0.42, -0.22, -0.21, -0.21, -0.22, -0.21, 0.21, 0.21, 0.21, 0.21, 0.21, 0.22, 0.22, 0.21, 0.22, 0.21, 0.20, 0.21, 0.21, 0.21, 0.22],
  "charge": 0,
  "e_lumo_ev": [-2.32, -2.13]
}